{
  "formula": "ClNO3S",
  "method": "the ωB97M-V functional and the def2-TZVPD basis",
  "species": ["N", "O", "O", "O", "S", "Cl"],
  "xyz": [[0.2425, -0.8084, -0.4188], [-0.2680, -1.5581, -1.1496], [0.2016, 0.8412, 1.5567], [-1.1095, 2.0291, -0.1424], [-0.8959, 0.8035, 0.6503], [2.0768, -0.5319, -0.7566]],
  "gap_ev": 8.6,
  "max_force_ev_per_a": 4.26,
  "spin_multiplicity": 1,
  "e_homo_ev": -11.08,
  "e_above_lowest_kcal_mol": 17.0,
  "mol_weight_da": 129.5,
  "e_tot_ha": -1138.7333
}